Here is a 4-piece molecular cluster, C64H49N3O11P2S3 overall from OMol25. Energies are from ωB97M-V with the def2-TZVPD basis set.

Calculated values
LUMO, eV: 1.81
HOMO level, eV: -1.20
Total charge: -2

Atoms and positions in Å:
C (-1.83, -3.61, 1.36)
P (-3.08, -2.48, 2.11)
C (-3.10, -2.91, 3.94)
P (-2.95, -0.31, 1.69)
C (-1.88, -0.46, 0.12)
C (-0.53, 0.31, -0.03)
C (-0.65, 1.81, -0.63)
S (-0.25, 3.00, 0.73)
C (1.53, 3.10, 1.02)
S (2.60, 1.83, 1.08)
N (2.07, 4.47, 1.26)
C (3.37, 4.51, 0.60)
C (3.36, 4.48, -0.88)
C (4.55, 4.47, -1.70)
C (5.86, 4.50, -1.03)
C (5.90, 4.58, 0.43)
C (4.67, 4.59, 1.25)
C (2.13, 4.80, 2.68)
C (2.69, 3.97, 3.74)
C (2.68, 4.43, 5.14)
C (2.08, 5.70, 5.56)
C (1.48, 6.52, 4.47)
C (1.53, 6.08, 3.08)
C (-1.46, -0.06, 2.86)
O (-0.46, -1.13, 2.75)
O (0.65, -0.57, 3.38)
N (-4.39, -0.53, 0.54)
C (-4.47, -1.69, 0.14)
O (-4.44, -2.53, -0.75)
N (-3.07, 1.49, 1.28)
C (-3.20, 2.28, 2.17)
S (-3.04, 3.38, 3.38)
C (-4.26, -0.02, 3.08)
O (-5.48, 0.07, 2.74)
O (-4.05, 0.04, 4.38)
H (-2.18, -4.08, 0.40)
H (-1.58, -4.46, 2.07)
H (-0.82, -3.16, 1.11)
H (-2.45, -2.26, 4.58)
H (-4.16, -2.77, 4.30)
H (-2.87, -4.01, 4.07)
H (-1.73, -1.49, -0.29)
H (-2.53, 0.01, -0.69)
H (0.04, -0.22, -0.86)
H (0.20, 0.37, 0.80)
H (0.05, 1.99, -1.48)
H (-1.72, 1.96, -0.95)
H (2.37, 4.45, -1.39)
H (4.45, 4.43, -2.81)
H (6.76, 4.47, -1.68)
H (6.92, 4.61, 0.89)
H (4.76, 4.64, 2.35)
H (3.15, 2.99, 3.51)
H (3.13, 3.82, 5.96)
H (2.03, 6.06, 6.61)
H (1.00, 7.48, 4.79)
H (1.06, 6.78, 2.34)
H (-0.88, 0.89, 2.63)
H (-1.70, -0.01, 3.95)
H (1.37, -0.45, 2.72)
C (-2.17, 9.69, -6.76)
C (-3.45, 9.67, -6.22)
C (-3.66, 9.14, -4.95)
C (-2.59, 8.62, -4.23)
C (-1.31, 8.63, -4.78)
C (-1.10, 9.18, -6.04)
C (-0.16, 8.04, -4.04)
O (0.96, 8.05, -4.52)
C (-0.41, 7.43, -2.71)
C (0.64, 6.83, -2.03)
C (0.42, 6.27, -0.77)
C (-0.84, 6.32, -0.19)
C (-1.89, 6.92, -0.87)
C (-1.68, 7.47, -2.14)
C (-2.82, 8.08, -2.87)
O (-3.93, 8.12, -2.37)
H (-2.00, 10.12, -7.75)
H (-4.29, 10.06, -6.79)
H (-4.66, 9.12, -4.53)
H (-0.10, 9.20, -6.47)
H (1.63, 6.78, -2.47)
H (1.24, 5.79, -0.25)
H (-1.01, 5.89, 0.79)
H (-2.87, 6.96, -0.42)
C (5.68, -7.29, 0.41)
C (7.03, -7.14, 0.75)
C (7.42, -6.09, 1.56)
C (6.48, -5.18, 2.03)
C (5.14, -5.31, 1.67)
C (4.74, -6.38, 0.87)
C (4.13, -4.32, 2.11)
O (2.97, -4.44, 1.80)
C (4.58, -3.17, 2.94)
C (3.66, -2.19, 3.32)
C (4.07, -1.12, 4.10)
C (5.39, -1.02, 4.51)
C (6.32, -1.99, 4.13)
C (5.92, -3.06, 3.34)
C (6.92, -4.06, 2.91)
O (8.08, -3.98, 3.27)
H (5.37, -8.12, -0.21)
H (7.76, -7.85, 0.39)
H (8.47, -5.98, 1.83)
H (3.70, -6.50, 0.60)
H (2.63, -2.26, 3.01)
H (3.35, -0.37, 4.39)
H (5.71, -0.19, 5.13)
H (7.35, -1.90, 4.45)
C (-6.47, -4.76, -3.87)
C (-5.42, -4.25, -3.11)
C (-4.38, -5.08, -2.71)
C (-4.40, -6.43, -3.06)
C (-5.47, -6.95, -3.81)
C (-6.50, -6.11, -4.22)
C (-5.52, -8.39, -4.14)
O (-6.45, -8.84, -4.79)
C (-4.43, -9.28, -3.67)
C (-4.50, -10.65, -3.93)
C (-3.48, -11.49, -3.50)
C (-2.39, -10.96, -2.82)
C (-2.32, -9.60, -2.56)
C (-3.35, -8.76, -2.97)
C (-3.28, -7.31, -2.65)
O (-2.32, -6.86, -2.05)
H (-7.28, -4.11, -4.19)
H (-5.41, -3.21, -2.83)
H (-3.57, -4.68, -2.13)
H (-7.32, -6.50, -4.80)
H (-5.35, -11.06, -4.46)
H (-3.54, -12.55, -3.70)
H (-1.59, -11.62, -2.49)
H (-1.47, -9.20, -2.02)



Here is C18H15CoF5IN3O2STe as an isolated structure from OMol25. Energies are from ωB97M-V with the def2-TZVPD basis set.

Calculated values
Multiplicity: 2
LUMO (spin up / spin down), eV: 4.17 / 4.04
HOMO level (spin up / spin down), eV: -2.15 / -2.15
Total charge: -2
Energy relative to the best compared isomer or geometry (same formula, charge and spin), eV: 2.6955

Atoms and positions in Å:
Co (-0.38, -0.48, 0.35)
O (-0.38, -0.90, 2.45)
N (0.75, -0.62, 3.04)
C (0.72, -0.16, 4.31)
C (1.86, 0.02, 5.05)
C (3.09, -0.25, 4.46)
C (3.12, -0.65, 3.15)
C (1.95, -0.82, 2.41)
S (1.95, -1.30, 0.77)
H (-0.27, 0.05, 4.68)
H (1.77, 0.38, 6.06)
H (4.01, -0.13, 5.02)
H (4.05, -0.84, 2.63)
C (2.52, -0.16, -4.79)
C (2.82, -0.18, -3.43)
C (1.81, -0.23, -2.48)
C (0.48, -0.26, -2.88)
C (0.18, -0.22, -4.26)
C (1.19, -0.17, -5.19)
N (-0.50, -0.32, -1.90)
N (-1.69, -0.25, -2.28)
C (-2.63, -0.15, -1.29)
C (-3.97, 0.00, -1.65)
C (-4.92, 0.19, -0.67)
C (-4.54, 0.26, 0.67)
C (-3.21, 0.09, 1.03)
C (-2.25, -0.14, 0.07)
H (3.31, -0.12, -5.52)
H (3.85, -0.15, -3.11)
H (2.04, -0.20, -1.43)
H (-0.86, -0.23, -4.55)
H (0.94, -0.12, -6.24)
H (-4.24, -0.04, -2.70)
H (-5.97, 0.31, -0.94)
H (-5.28, 0.44, 1.44)
H (-2.93, 0.13, 2.08)
F (1.62, 2.27, 2.62)
Te (0.90, 2.81, 0.75)
F (-0.58, 3.84, -0.20)
F (-0.41, 3.50, 2.18)
F (2.83, 2.13, 0.54)
F (1.41, 2.92, -1.22)
O (0.11, 1.22, 0.55)
I (-2.63, -3.39, 0.75)
C (-0.80, -2.41, 0.07)
H (-0.77, -2.70, -0.98)
H (-0.05, -3.00, 0.59)



Here is a 3-piece molecular cluster, C30H47NO5 overall from OMol25. Energies are from ωB97M-V with the def2-TZVPD basis set.

Calculated values
LUMO, eV: -1.81
HOMO level, eV: -9.14
SMILES: CCCCCCCCCCCCC[C@H](OC)[C@H](N)CC.O=C1C=CC(=O)C=C1.O=C1C=CC(=O)C=C1

Atoms and positions in Å:
C (-3.35, 4.19, -0.18)
C (-4.89, 4.18, -0.17)
C (-5.50, 4.85, 1.05)
C (-5.22, 4.19, 2.41)
C (-5.82, 2.78, 2.56)
C (-4.85, 1.64, 2.27)
C (-3.79, 1.44, 3.37)
C (-2.32, 1.70, 2.98)
C (-1.44, 0.48, 2.60)
C (-2.13, -0.81, 2.13)
C (-2.75, -0.75, 0.73)
C (-1.76, -0.99, -0.41)
C (-0.89, 0.22, -0.77)
C (-0.59, 0.34, -2.26)
O (0.19, -0.72, -2.82)
C (1.15, -1.37, -2.01)
C (-0.01, 1.70, -2.70)
N (-0.11, 1.72, -4.16)
C (1.40, 2.03, -2.18)
C (1.45, 2.63, -0.78)
H (-2.97, 4.98, 0.48)
H (-2.96, 4.38, -1.18)
H (-2.93, 3.25, 0.16)
H (-5.27, 4.69, -1.06)
H (-5.25, 3.15, -0.25)
H (-5.15, 5.89, 1.09)
H (-6.59, 4.91, 0.92)
H (-5.64, 4.85, 3.18)
H (-4.14, 4.16, 2.60)
H (-6.17, 2.65, 3.59)
H (-6.70, 2.70, 1.93)
H (-4.34, 1.83, 1.31)
H (-5.42, 0.72, 2.13)
H (-4.03, 2.12, 4.20)
H (-3.87, 0.44, 3.79)
H (-1.83, 2.19, 3.82)
H (-2.30, 2.43, 2.16)
H (-0.82, 0.23, 3.47)
H (-0.74, 0.78, 1.82)
H (-1.38, -1.61, 2.14)
H (-2.88, -1.12, 2.86)
H (-3.57, -1.48, 0.67)
H (-3.21, 0.23, 0.58)
H (-2.32, -1.30, -1.31)
H (-1.13, -1.84, -0.14)
H (-1.43, 1.14, -0.50)
H (0.03, 0.22, -0.18)
H (-1.55, 0.27, -2.79)
H (0.70, -2.12, -1.36)
H (1.84, -1.87, -2.68)
H (1.73, -0.68, -1.39)
H (-0.70, 2.47, -2.32)
H (0.26, 2.59, -4.53)
H (0.45, 0.97, -4.55)
H (1.83, 2.76, -2.88)
H (2.04, 1.15, -2.25)
H (1.27, 1.88, 0.00)
H (0.70, 3.42, -0.66)
H (2.43, 3.07, -0.58)
O (4.46, -2.17, -1.03)
C (4.88, -2.41, -2.14)
C (4.23, -3.42, -3.01)
C (4.68, -3.67, -4.24)
C (5.86, -2.95, -4.78)
O (6.27, -3.17, -5.90)
C (6.51, -1.94, -3.91)
C (6.06, -1.69, -2.68)
H (3.37, -3.93, -2.59)
H (4.21, -4.39, -4.90)
H (7.37, -1.43, -4.33)
H (6.51, -0.96, -2.03)
O (6.94, -3.80, 3.31)
C (6.01, -4.42, 2.85)
C (5.37, -5.53, 3.60)
C (4.35, -6.21, 3.09)
C (3.80, -5.89, 1.75)
O (2.87, -6.51, 1.28)
C (4.44, -4.78, 0.99)
C (5.46, -4.09, 1.51)
H (5.79, -5.74, 4.58)
H (3.86, -7.02, 3.62)
H (4.01, -4.55, 0.03)
H (5.92, -3.27, 0.98)



Here is a 2-piece molecular cluster, C3H10N3O2 overall from OMol25. Energies are from ωB97M-V with the def2-TZVPD basis set.

Calculated values
LUMO, eV: 3.73
HOMO level, eV: -2.69
Total charge: -1
Energy relative to the best compared isomer or geometry (same formula, charge and spin), eV: 1.8142

Atoms and positions in Å:
C (-0.16, -0.93, 1.75)
O (-0.35, -1.92, 2.61)
C (0.92, 0.06, 2.18)
N (1.15, 1.15, 1.17)
H (0.03, -1.21, 0.60)
H (-1.08, -0.30, 1.60)
H (0.69, 0.45, 3.15)
H (1.82, -0.56, 2.33)
H (0.45, 1.89, 1.13)
H (2.03, 1.63, 1.42)
N (-1.37, 0.16, -1.08)
C (-0.48, 0.36, -2.10)
N (0.85, 0.30, -1.69)
O (-0.83, 0.62, -3.25)
H (-2.34, 0.04, -1.36)
H (-1.10, -0.51, -0.35)
H (1.61, 0.21, -2.41)
H (1.15, 0.53, -0.76)



Here is C2HCl4NO as an isolated structure from OMol25. Energies are from ωB97M-V with the def2-TZVPD basis set.

Calculated values
LUMO, eV: -3.79
HOMO level, eV: -11.04
Energy relative to the best compared isomer or geometry (same formula, charge and spin), eV: 1.9584

Atoms and positions in Å:
C (-1.37, 0.45, -0.03)
C (1.06, 0.04, 0.03)
N (-0.26, -0.25, -0.21)
O (-1.46, 1.52, 0.49)
Cl (1.43, 0.10, 1.71)
Cl (2.12, -1.02, -0.86)
Cl (1.31, 1.65, -0.79)
Cl (-0.64, -2.47, 0.09)
H (-2.20, -0.02, -0.43)



Here is a 14-piece molecular cluster, C18H64N8O14 overall from OMol25. Energies are from ωB97M-V with the def2-TZVPD basis set.

Calculated values
LUMO, eV: -0.69
HOMO level, eV: -8.19
Energy relative to the best compared isomer or geometry (same formula, charge and spin), eV: 1.5638

Atoms and positions in Å:
C (-4.92, 2.19, -0.68)
C (-4.21, 1.60, 0.60)
O (-2.96, 1.06, 0.18)
H (-5.94, 2.43, -0.54)
H (-4.92, 1.47, -1.44)
H (-4.30, 3.08, -1.00)
H (-4.92, 0.83, 1.05)
H (-3.99, 2.29, 1.44)
H (-2.27, 1.67, 0.46)
C (1.48, -4.74, 4.63)
C (0.38, -4.03, 3.94)
O (0.83, -3.51, 2.73)
H (1.32, -4.57, 5.71)
H (2.52, -4.45, 4.28)
H (1.50, -5.80, 4.48)
H (0.09, -3.22, 4.53)
H (-0.55, -4.66, 3.86)
H (0.21, -2.81, 2.49)
C (-3.31, -0.69, -4.76)
C (-3.65, -0.28, -3.23)
O (-2.59, 0.47, -2.61)
H (-3.67, -1.68, -4.97)
H (-2.24, -0.79, -4.74)
H (-3.68, 0.06, -5.43)
H (-3.59, -1.23, -2.70)
H (-4.61, 0.19, -3.24)
H (-2.91, 0.77, -1.75)
C (3.30, -1.77, 1.20)
C (3.84, -2.72, 2.22)
O (3.26, -3.92, 1.84)
H (3.78, -1.98, 0.29)
H (3.67, -0.86, 1.53)
H (2.13, -1.85, 1.15)
H (3.43, -2.48, 3.19)
H (4.94, -2.90, 2.23)
H (2.37, -3.74, 2.06)
C (-1.66, -0.28, 3.47)
O (-0.89, -1.26, 2.75)
N (-1.44, -0.10, 4.74)
N (-2.56, 0.54, 3.00)
H (-0.73, -0.76, 5.21)
H (-2.02, 0.50, 5.40)
H (-2.65, 0.46, 1.95)
H (-2.81, 1.41, 3.46)
C (-0.65, 3.87, 1.01)
O (-0.99, 2.54, 0.75)
N (-0.82, 4.91, 0.21)
N (-0.07, 4.15, 2.12)
H (-1.12, 4.61, -0.71)
H (-0.54, 5.86, 0.33)
H (-0.18, 3.42, 2.86)
H (0.60, 5.03, 2.24)
C (3.19, 3.59, -1.32)
O (3.86, 2.59, -2.01)
N (2.13, 3.37, -0.61)
N (3.51, 4.85, -1.35)
H (1.76, 2.46, -0.48)
H (1.59, 4.11, -0.14)
H (4.21, 5.16, -2.04)
H (3.09, 5.65, -0.80)
C (-2.64, -2.77, 0.27)
O (-1.99, -3.71, 1.04)
N (-3.20, -2.88, -0.88)
N (-2.89, -1.57, 0.73)
H (-3.36, -3.85, -1.29)
H (-3.66, -2.11, -1.39)
H (-2.30, -1.52, 1.52)
H (-3.24, -0.73, 0.23)
C (-0.65, 3.34, -2.86)
O (-1.77, 3.86, -2.23)
H (-0.25, 2.65, -2.21)
H (0.08, 4.11, -3.06)
H (-0.89, 3.01, -3.80)
H (-2.50, 3.36, -2.60)
C (0.77, 0.07, -3.60)
O (0.36, 0.07, -4.95)
H (1.21, 0.96, -3.17)
H (1.46, -0.79, -3.56)
H (-0.11, 0.00, -2.95)
H (-0.30, 0.74, -5.01)
C (2.08, 1.58, 2.45)
O (3.46, 1.39, 2.77)
H (1.54, 2.23, 3.16)
H (1.63, 0.61, 2.45)
H (1.98, 1.95, 1.38)
H (3.79, 2.26, 2.68)
C (0.18, -0.15, -0.19)
O (1.11, 0.75, -0.70)
H (-0.80, 0.22, -0.28)
H (0.30, -0.32, 0.89)
H (0.29, -1.20, -0.63)
H (1.80, 0.33, -1.17)
C (1.36, -3.73, -1.18)
O (1.25, -5.07, -1.71)
H (0.59, -3.40, -0.50)
H (1.32, -3.04, -2.04)
H (2.32, -3.72, -0.68)
H (1.83, -5.03, -2.45)
C (4.20, -1.58, -2.43)
O (3.61, -0.52, -1.73)
H (5.26, -1.47, -2.78)
H (3.60, -1.76, -3.33)
H (4.12, -2.56, -1.94)
H (4.41, -0.14, -1.29)